This record from the Open Molecules 2025 dataset describes a cluster of 3 separate species, C13H33BF4NO8P3 in total. The level of theory is wB97M-V/def2-TZVPD.

Element x y z (Å)
H (-5.046, -3.076, -3.713)
C (0.038, 0.940, -2.410)
F (-6.219, -3.772, -0.054)
O (-1.515, -1.429, 4.464)
H (-0.132, -0.112, -2.645)
P (3.379, 1.858, -2.118)
H (0.972, 2.076, -0.823)
H (1.298, -0.108, 1.705)
C (4.267, 2.130, -4.595)
H (-5.416, -1.296, 2.853)
C (0.956, -1.141, 1.800)
O (-2.688, -1.489, 2.303)
H (6.136, 2.836, -5.408)
O (4.537, 1.226, -1.214)
P (-4.741, -3.154, -2.338)
N (-4.008, -1.860, -1.826)
H (-1.025, 1.026, 4.957)
H (0.436, 1.410, -3.309)
H (5.110, 3.900, -1.527)
H (6.551, 3.875, -0.506)
H (-5.294, -2.416, 4.217)
C (-3.583, -2.425, 2.901)
F (-8.310, -1.995, -1.654)
F (-8.699, -4.042, -1.105)
H (6.482, 1.734, -1.722)
H (-4.378, -0.898, 4.210)
H (-3.944, -4.311, -2.194)
H (-3.089, -2.058, -1.448)
C (5.584, 3.403, -0.676)
H (-3.966, -3.050, 2.092)
H (0.689, 2.748, 4.222)
H (1.291, -1.658, 0.901)
O (2.337, 0.731, -1.640)
B (-6.364, -3.430, -1.309)
O (-1.637, 0.624, 3.011)
C (0.331, 1.959, 3.561)
H (1.311, -2.874, 3.034)
H (2.648, -1.715, 2.992)
C (1.004, 1.074, -1.250)
H (6.274, 1.348, -4.455)
H (6.170, 1.449, -0.026)
H (-3.053, -3.082, 3.590)
O (3.783, 1.269, -3.563)
H (-1.719, 2.363, 4.044)
H (-0.922, 1.396, -2.168)
F (-8.058, -3.595, -3.115)
P (-1.380, -0.966, 3.077)
C (5.771, 2.313, -4.524)
H (6.053, 2.904, -3.649)
C (-7.883, -3.254, -1.834)
C (1.563, -1.813, 3.014)
H (4.000, 1.655, -5.538)
C (-4.734, -1.721, 3.590)
H (0.323, 2.336, 2.537)
H (1.200, -1.371, 3.947)
H (4.955, 3.577, 0.198)
H (1.048, 1.135, 3.611)
O (2.597, 3.088, -2.290)
C (-1.054, 1.502, 3.975)
C (5.763, 1.919, -0.920)
O (-0.482, -1.166, 1.772)
H (3.759, 3.096, -4.555)
H (0.723, 0.380, -0.458)

Values from the calculation:
SMILES ... N=[PH2]B(F)C(F)(F)F.CCOP(=O)(OCC)OCC.CCOP(=O)(OCC)OCC
Gap between HOMO and LUMO ... 8.0 eV
E ... -2620.343289 Ha
E_HOMO ... -0.3238 Ha
Multiplicity ... 1
Charge ... 0